# 1
Below is a molecular structure, C21H23BBiN11O4 in a non-equilibrium geometry, with properties calculated with the ωB97M-V functional and the def2-TZVPD basis.

Values from the calculation:
- orbital gap (alpha / beta) (eV) = 8.0 / 4.4
- total energy (eV) = -53239.9368
- lowest unoccupied orbital energy (alpha / beta) (eV) = -3.301 / -6.925
- ⟨S²⟩ = 0.767

Geometry as ORCA input:
```
! RIJCOSX wB97M-V def2-TZVPD def2/J DEFGRID3
* xyz 1 2
Bi -1.370 0.678 1.467
O 1.476 2.069 4.456
C 0.503 1.952 3.738
O 0.234 0.757 3.104
C -0.458 3.021 3.569
C -0.513 4.099 4.402
C -1.614 4.943 4.379
C -2.688 4.635 3.545
C -2.583 3.462 2.752
N -1.443 2.784 2.702
C -3.677 2.951 1.878
O -4.619 3.685 1.553
O -3.550 1.706 1.537
H 0.203 4.080 5.220
H -1.627 5.827 5.031
H -3.532 5.398 3.417
C -1.633 1.161 -2.742
C -2.107 -0.140 -2.475
N -1.120 -1.020 -2.456
N 0.060 -0.303 -2.762
C -0.282 1.025 -2.968
B 1.471 -0.860 -2.543
N 1.342 -2.466 -2.576
C 2.436 -3.218 -2.959
C 2.496 -4.398 -2.187
C 1.364 -4.241 -1.307
N 0.635 -3.240 -1.622
N 1.934 -0.409 -1.097
C 3.187 -0.213 -0.611
C 3.115 -0.348 0.832
C 1.782 -0.760 1.076
N 1.071 -0.697 -0.059
N 2.508 -0.517 -3.718
C 2.358 -0.697 -5.105
C 3.084 0.292 -5.831
C 3.842 0.921 -4.750
N 3.499 0.452 -3.538
H -2.250 2.042 -2.902
H -3.158 -0.367 -2.227
H 0.592 1.709 -2.966
H 3.135 -2.928 -3.705
H 3.223 -5.193 -2.167
H 1.186 -4.937 -0.491
H 4.055 0.122 -1.237
H 3.839 0.003 1.555
H 1.388 -1.079 2.089
H 1.815 -1.564 -5.555
H 3.135 0.489 -6.917
H 4.644 1.620 -4.711
N -2.434 -0.616 3.197
C -2.411 -2.091 2.997
C -2.591 -2.405 1.522
N -1.464 -1.752 0.808
H -2.108 -0.313 4.134
H -3.420 -0.301 3.115
H -3.233 -2.591 3.599
H -1.478 -2.553 3.376
H -3.540 -2.024 1.034
H -2.617 -3.495 1.331
H -1.506 -1.888 -0.211
H -0.587 -2.255 0.977
*
```



# 2
Below is a molecular structure, C21H23ClN2PPr in a non-equilibrium geometry, with properties calculated with the ωB97M-V functional and the def2-TZVPD basis.

Values from the calculation:
- orbital gap (alpha / beta) (eV) = 7.5 / 7.8
- total energy (eV) = -60995.6445
- lowest unoccupied orbital energy (alpha / beta) (eV) = -7.223 / -6.943
- ⟨S²⟩ = 2.006

Geometry as ORCA input:
```
! RIJCOSX wB97M-V def2-TZVPD def2/J DEFGRID3
* xyz 2 3
Pr 0.105 -0.809 0.042
Cl -1.867 -0.775 1.611
P 0.904 -0.301 -2.555
C 2.300 -1.365 -2.910
C 3.047 -1.048 -4.061
C 4.202 -1.782 -4.327
C 4.576 -2.832 -3.474
C 3.856 -3.108 -2.303
C 2.729 -2.356 -1.994
C -0.617 -1.422 -2.615
C -1.810 -0.897 -2.074
C -2.853 -1.789 -1.785
C -2.738 -3.145 -2.081
C -1.570 -3.619 -2.684
C -0.477 -2.786 -2.900
C 0.506 0.900 -3.784
C 0.355 2.244 -3.410
C -0.156 3.145 -4.330
C -0.564 2.679 -5.589
C -0.469 1.320 -5.933
C 0.076 0.423 -5.023
H -1.933 0.178 -1.928
H -3.757 -1.429 -1.303
H -3.562 -3.847 -1.870
H -1.491 -4.663 -2.971
H 0.476 -3.175 -3.273
H 2.711 -0.221 -4.697
H 4.791 -1.514 -5.211
H 5.451 -3.431 -3.734
H 4.161 -3.921 -1.640
H 2.165 -2.551 -1.069
H 0.652 2.544 -2.398
H -0.239 4.199 -4.072
H -0.972 3.372 -6.321
H -0.801 0.951 -6.897
H 0.149 -0.648 -5.245
H 3.142 1.279 -2.100
H 2.607 1.798 -2.232
C 2.858 3.578 2.531
N 2.540 2.148 2.675
C 3.409 1.469 3.655
C 1.687 1.606 1.870
N 0.922 1.131 1.081
H 3.629 3.825 3.265
H 2.010 4.229 2.735
H 3.270 3.801 1.543
H 2.888 1.230 4.588
H 3.950 0.577 3.275
H 4.183 2.206 3.897
*
```



# 3
Below is a molecular structure, C21H23CrN5O4 in a non-equilibrium geometry, with properties calculated with the ωB97M-V functional and the def2-TZVPD basis.

Values from the calculation:
- orbital gap (alpha / beta) (eV) = 3.8 / 6.6
- total energy (eV) = -66213.0182
- lowest unoccupied orbital energy (alpha / beta) (eV) = -0.195 / -0.197
- ⟨S²⟩ = 6.062

Geometry as ORCA input:
```
! RIJCOSX wB97M-V def2-TZVPD def2/J DEFGRID3
* xyz 0 5
Cr -0.482 -0.419 -0.775
O -2.044 -0.962 -1.727
C -3.112 -1.434 -1.053
C -3.878 -2.445 -1.624
C -4.993 -2.982 -0.982
C -5.364 -2.502 0.272
C -4.637 -1.485 0.857
C -3.505 -0.910 0.229
C -2.845 0.199 0.808
N -1.659 0.644 0.314
N -1.187 1.906 0.585
C -0.276 2.210 -0.287
O 0.063 1.368 -1.271
C 0.413 3.510 -0.210
C 1.663 3.664 -0.814
C 2.331 4.880 -0.760
C 1.754 5.963 -0.109
C 0.504 5.818 0.485
C -0.163 4.604 0.436
H -3.592 -2.790 -2.613
H -5.570 -3.765 -1.461
H -6.225 -2.918 0.783
H -4.929 -1.100 1.829
H -3.321 0.777 1.594
H 2.084 2.818 -1.345
H 3.298 4.990 -1.237
H 2.267 6.916 -0.075
H 0.043 6.667 0.977
H -1.140 4.486 0.889
C 4.772 0.646 1.164
N 3.612 -0.109 0.707
C 3.545 -0.713 -0.628
C 2.047 -0.802 -0.824
O 1.397 -1.249 -1.758
N 1.429 -0.252 0.241
C 2.353 0.207 1.063
N 2.062 0.998 2.087
H 5.656 0.256 0.667
H 4.917 0.521 2.236
H 4.672 1.710 0.939
H 4.026 -1.688 -0.674
H 3.982 -0.063 -1.386
H 1.071 1.148 2.254
H 2.673 1.022 2.887
C -0.432 -3.794 -1.559
C -0.457 -3.367 -0.133
C -0.267 -4.392 0.936
O -0.624 -2.205 0.201
H -0.642 -4.856 -1.661
H 0.566 -3.585 -1.954
H -1.132 -3.188 -2.131
H 0.383 -5.196 0.591
H -1.240 -4.828 1.181
H 0.133 -3.928 1.835
*
```



# 4
Below is a molecular structure, C21H23CrN7OS2 in a non-equilibrium geometry, with properties calculated with the ωB97M-V functional and the def2-TZVPD basis.

Values from the calculation:
- orbital gap (alpha / beta) (eV) = 6.6 / 6.7
- total energy (eV) = -84721.0545
- lowest unoccupied orbital energy (alpha / beta) (eV) = -0.014 / 0.099

Geometry as ORCA input:
```
! RIJCOSX wB97M-V def2-TZVPD def2/J DEFGRID3
* xyz 0 1
Cr 0.063 -0.019 -0.148
C -2.545 2.714 1.854
C -1.907 1.688 0.971
N -0.729 1.170 1.208
N -0.112 1.570 2.337
C 0.889 0.822 2.705
N 1.563 1.192 3.827
S 1.373 -0.629 1.911
C -2.554 1.189 -0.202
C -3.772 1.694 -0.680
C -4.364 1.124 -1.780
C -3.737 0.044 -2.400
C -2.527 -0.381 -1.900
N -1.928 0.163 -0.836
H -1.837 3.018 2.616
H -3.437 2.306 2.337
H -2.839 3.590 1.272
H 1.405 2.123 4.176
H 2.474 0.792 3.958
H -4.222 2.543 -0.185
H -5.296 1.511 -2.170
H -4.173 -0.444 -3.259
H -1.993 -1.178 -2.398
S 0.166 2.598 -1.303
C 0.070 1.643 -2.709
C -0.312 2.176 -3.966
C -0.496 1.336 -5.034
C -0.247 -0.035 -4.880
C 0.179 -0.473 -3.648
N 0.333 0.321 -2.580
H -0.474 3.241 -4.041
H -0.825 1.722 -5.991
H -0.381 -0.733 -5.695
H 0.435 -1.520 -3.497
C 3.505 1.513 -2.616
C 2.973 0.507 -1.629
O 2.446 0.824 -0.577
N 3.126 -0.800 -1.980
C 2.829 -1.857 -1.039
C 1.506 -2.571 -1.210
C 1.517 -3.866 -1.709
C 0.354 -4.612 -1.772
C -0.802 -4.029 -1.279
C -0.743 -2.736 -0.808
N 0.365 -1.974 -0.802
H 3.288 2.509 -2.242
H 3.034 1.382 -3.592
H 4.584 1.385 -2.726
H 3.459 -1.044 -2.896
H 2.844 -1.404 -0.048
H 3.623 -2.602 -1.090
H 2.458 -4.293 -2.030
H 0.353 -5.620 -2.165
H -1.737 -4.572 -1.255
H -1.626 -2.272 -0.391
*
```



# 5
Below is a molecular structure, C21H23CrN7OS2 in a non-equilibrium geometry, with properties calculated with the ωB97M-V functional and the def2-TZVPD basis.

Values from the calculation:
- orbital gap (alpha / beta) (eV) = 6.0 / 6.6
- total energy (eV) = -84722.0205
- lowest unoccupied orbital energy (alpha / beta) (eV) = 0.045 / -0.110
- ⟨S²⟩ = 6.017

Geometry as ORCA input:
```
! RIJCOSX wB97M-V def2-TZVPD def2/J DEFGRID3
* xyz 0 5
Cr 0.445 0.456 0.089
C -0.276 -3.734 0.754
C 0.243 -2.350 0.513
N -0.583 -1.370 0.180
N -1.841 -1.846 0.188
C -2.954 -1.302 -0.254
N -4.041 -2.117 -0.068
S -3.264 0.158 -1.066
C 1.641 -2.065 0.623
C 2.561 -2.948 1.210
C 3.887 -2.603 1.294
C 4.304 -1.398 0.732
C 3.346 -0.577 0.184
N 2.043 -0.860 0.163
H -1.089 -3.930 0.062
H -0.686 -3.819 1.764
H 0.505 -4.480 0.619
H -3.928 -2.866 0.599
H -4.937 -1.666 -0.101
H 2.204 -3.869 1.647
H 4.601 -3.245 1.793
H 5.342 -1.098 0.749
H 3.636 0.373 -0.251
S 1.018 0.653 2.534
C 2.133 1.728 1.795
C 3.253 2.274 2.444
C 4.078 3.135 1.758
C 3.755 3.486 0.442
C 2.652 2.904 -0.138
N 1.872 2.014 0.491
H 3.448 1.982 3.466
H 4.958 3.548 2.233
H 4.352 4.196 -0.112
H 2.365 3.150 -1.154
C 2.611 1.118 -3.556
C 1.309 1.213 -2.804
O 0.920 0.303 -2.076
N 0.597 2.343 -2.964
C -0.728 2.510 -2.379
C -0.794 3.070 -0.975
C -1.019 4.427 -0.802
C -1.253 4.938 0.464
C -1.354 4.037 1.510
C -1.125 2.699 1.260
N -0.762 2.213 0.066
H 2.726 0.098 -3.916
H 3.439 1.321 -2.874
H 2.653 1.809 -4.396
H 0.982 3.097 -3.505
H -1.220 1.535 -2.367
H -1.289 3.174 -3.035
H -1.025 5.077 -1.668
H -1.406 5.997 0.619
H -1.610 4.361 2.509
H -1.227 1.970 2.048
*
```



# 6
Below is a molecular structure, C21H23CsN9O3PS2 in a non-equilibrium geometry, with properties calculated with the ωB97M-V functional and the def2-TZVPD basis.

Values from the calculation:
- orbital gap (alpha / beta) (eV) = 5.8 / 3.7
- total energy (eV) = -73206.9908
- lowest unoccupied orbital energy (alpha / beta) (eV) = 3.937 / 4.019

Geometry as ORCA input:
```
! RIJCOSX wB97M-V def2-TZVPD def2/J DEFGRID3
* xyz -2 1
Cs -0.014 -0.058 0.039
C -2.219 -3.058 4.937
N -1.120 -2.382 4.286
C 0.141 -2.218 4.807
C 0.853 -1.551 3.852
N 0.062 -1.303 2.774
C -1.124 -1.811 3.038
P -2.626 -1.855 1.994
C -2.153 -2.925 0.586
N -1.092 -3.054 -0.218
C -1.470 -3.799 -1.273
C -2.777 -4.174 -1.164
N -3.217 -3.634 0.031
C -4.464 -3.978 0.652
C -2.981 0.325 1.847
N -2.361 1.489 1.630
C -3.303 2.430 1.407
C -4.548 1.882 1.456
N -4.348 0.547 1.738
C -5.450 -0.355 1.962
H -1.879 -3.415 5.909
H -2.559 -3.901 4.336
H -3.061 -2.382 5.078
H 0.389 -2.584 5.789
H 1.883 -1.230 3.880
H -0.806 -4.043 -2.086
H -3.414 -4.798 -1.771
H -4.946 -4.752 0.057
H -5.140 -3.128 0.721
H -4.297 -4.351 1.668
H -3.071 3.457 1.183
H -5.538 2.293 1.338
H -6.368 0.231 1.993
H -5.339 -0.896 2.902
H -5.537 -1.080 1.157
N -4.800 7.279 -2.359
C -4.531 5.909 -2.585
C -5.365 5.155 -3.409
C -5.082 3.823 -3.656
C -3.967 3.223 -3.086
C -3.134 3.969 -2.271
C -3.411 5.306 -2.025
S -3.668 1.481 -3.387
O -4.717 0.795 -2.671
O -3.690 1.347 -4.836
N -2.282 1.191 -2.720
C -1.116 1.429 -3.365
S -0.937 2.046 -5.028
C 0.779 2.053 -4.819
C 1.092 1.590 -3.587
N 0.043 1.247 -2.779
H -5.786 7.490 -2.397
H -4.412 7.608 -1.487
H -6.237 5.621 -3.857
H -5.727 3.235 -4.296
H -2.276 3.490 -1.815
H -2.754 5.885 -1.385
H 1.447 2.365 -5.605
H 2.090 1.473 -3.186
O 2.492 0.526 0.365
*
```



# 7
Below is C21H23FN4O3S in the gas phase, with properties calculated with the ωB97M-V functional and the def2-TZVPD basis.

Values from the calculation:
- SMILES string = Cc1sc2ncn(CC(=O)NCCCC(=O)NCc3ccc(F)cc3)c(=O)c2c1C
- orbital gap (eV) = 8.5
- total energy (eV) = -47808.5350
- lowest unoccupied orbital energy (eV) = 0.426

Geometry as ORCA input:
```
! RIJCOSX wB97M-V def2-TZVPD def2/J DEFGRID3
* xyz 0 1
C -2.498 -3.674 -0.054
C -1.143 -3.065 0.031
S -0.252 -3.107 1.534
C 1.046 -2.226 0.809
N 2.149 -1.855 1.491
C 3.029 -1.212 0.807
N 2.931 -0.899 -0.504
C 4.018 -0.189 -1.146
C 4.193 1.237 -0.605
O 5.261 1.639 -0.190
N 3.077 1.974 -0.664
C 3.029 3.330 -0.167
C 1.660 3.671 0.414
C 1.236 2.753 1.572
C 0.363 1.604 1.098
O 0.588 0.976 0.077
N -0.677 1.312 1.899
C -1.598 0.228 1.600
C -2.768 0.692 0.771
C -2.606 0.857 -0.600
C -3.655 1.299 -1.385
C -4.868 1.572 -0.778
F -5.899 1.999 -1.535
C -5.056 1.418 0.584
C -3.995 0.978 1.354
C 1.791 -1.208 -1.275
O 1.738 -0.875 -2.443
C 0.799 -1.943 -0.528
C -0.470 -2.423 -0.966
C -1.013 -2.247 -2.344
H -2.537 -4.403 -0.863
H -3.246 -2.907 -0.259
H -2.752 -4.169 0.878
H 3.931 -0.895 1.312
H 3.780 -0.142 -2.214
H 4.957 -0.729 -1.001
H 2.187 1.540 -0.891
H 3.254 4.026 -0.985
H 3.817 3.437 0.587
H 1.695 4.703 0.766
H 0.914 3.614 -0.381
H 0.704 3.327 2.332
H 2.123 2.319 2.039
H -0.886 1.898 2.691
H -1.031 -0.510 1.032
H -1.933 -0.214 2.541
H -1.649 0.638 -1.048
H -3.546 1.429 -2.449
H -6.017 1.640 1.021
H -4.128 0.849 2.419
H -0.344 -1.616 -2.921
H -2.003 -1.794 -2.308
H -1.104 -3.213 -2.841
*
```



# 8
Below is a molecular structure, C21H23I2IrN2O6PSbSe4 in a non-equilibrium geometry, with properties calculated with the ωB97M-V functional and the def2-TZVPD basis.

Values from the calculation:
- orbital gap (alpha / beta) (eV) = 4.9 / 4.2
- total energy (eV) = -333667.7413
- lowest unoccupied orbital energy (alpha / beta) (eV) = 1.950 / -0.366
- ⟨S²⟩ = 8.809

Geometry as ORCA input:
```
! RIJCOSX wB97M-V def2-TZVPD def2/J DEFGRID3
* xyz -1 6
Ir 2.723 0.961 0.788
I -1.365 2.474 -1.946
C 0.651 2.523 -2.353
C 1.150 2.990 -3.553
C 2.522 2.866 -3.964
I 3.047 2.981 -5.991
C 3.458 2.496 -2.965
C 4.867 2.395 -3.101
C 5.641 1.921 -2.051
C 5.062 1.648 -0.816
N 3.752 1.824 -0.679
C 2.948 2.265 -1.671
C 1.588 2.373 -1.306
O 1.226 2.175 -0.066
H 0.461 3.396 -4.311
H 5.242 2.524 -4.075
H 6.681 1.879 -2.155
H 5.635 1.292 0.050
Se 3.263 -4.818 0.888
Sb 2.469 -1.727 1.348
Se 1.601 -0.666 -0.918
Se 4.652 -0.384 1.750
Se 5.103 -3.214 0.978
O 0.006 2.111 3.669
C 0.999 1.854 2.982
O 1.234 0.772 2.259
C 2.197 2.787 2.987
C 2.152 3.941 3.763
C 3.129 4.913 3.527
C 4.208 4.593 2.716
C 4.044 3.510 1.882
N 3.050 2.574 1.985
H 1.337 4.072 4.431
H 3.011 5.862 4.028
H 5.087 5.286 2.620
H 4.766 3.302 1.126
C -3.379 -3.631 -3.596
C -3.892 -2.698 -2.559
O -4.203 -3.357 -1.314
P -3.908 -2.673 0.184
O -4.615 -3.838 1.000
C -4.538 -5.266 0.646
C -4.627 -6.083 1.961
O -5.180 -1.573 0.163
C -4.754 -0.254 0.698
C -4.759 -0.297 2.249
H -2.862 -3.200 -4.516
H -4.104 -4.409 -3.871
H -2.526 -4.219 -3.206
H -4.825 -2.171 -2.854
H -3.101 -1.919 -2.493
H -3.570 -5.438 0.145
H -5.413 -5.580 0.015
H -3.662 -6.274 2.439
H -5.124 -7.022 1.717
H -5.187 -5.479 2.667
H -5.427 0.504 0.292
H -3.718 0.010 0.400
H -5.783 -0.470 2.715
H -4.312 0.665 2.561
H -4.129 -1.077 2.700
*
```



Q: Which of these has the highest total energy?
A: C21H23FN4O3S



Q: The highest total energy belongs to which entry?
A: C21H23FN4O3S